A 17-piece molecular cluster, C58H89BFN21O6PSi overall in a non-equilibrium geometry, computed with ωB97M-V with the def2-TZVPD basis set.

Atoms and positions in Å:
C  4.437  2.003  2.825
C  3.544  1.142  1.797
C  2.506  2.052  0.931
C  0.966  1.714  1.138
F  0.716  1.176  2.462
C  0.171  3.144  1.015
C  0.671  3.912  -0.291
C  1.129  5.415  -0.130
C  1.673  6.261  -1.309
C  1.801  5.636  -2.729
C  1.354  4.163  -2.913
C  0.811  3.324  -1.713
C  -1.418  3.002  1.174
C  -1.864  2.836  2.739
C  -3.478  2.914  2.914
C  -3.896  2.828  4.484
C  -5.438  3.319  4.651
N  -6.362  2.302  4.025
C  -6.563  0.914  4.427
C  -7.566  0.161  3.502
C  -8.006  1.278  2.486
C  -7.228  2.550  2.877
N  -2.170  4.232  0.697
C  -1.828  5.282  1.364
O  -1.339  6.363  1.737
N  -1.992  1.760  0.502
C  -2.427  2.007  -0.897
B  -2.475  0.729  -1.895
O  -1.464  0.688  -2.947
O  -3.427  -0.345  -1.899
C  -1.050  0.618  0.634
N  -1.530  -0.450  1.266
P  -3.183  -0.652  1.910
O  -3.234  -0.222  3.382
O  -3.446  -2.356  1.931
O  -4.405  -0.010  0.943
N  0.297  0.836  0.150
Si  1.173  -0.498  -0.576
C  2.101  -1.683  0.665
C  2.531  -0.020  -1.882
C  0.013  -1.732  -1.557
H  4.354  3.137  2.690
H  5.541  1.730  2.626
H  4.195  1.692  3.897
H  3.049  0.298  2.378
H  4.269  0.681  1.022
H  2.666  3.115  1.372
H  2.833  2.163  -0.173
H  0.536  3.767  1.922
H  1.082  5.898  0.902
H  1.995  7.344  -1.170
H  2.227  6.220  -3.625
H  1.425  3.649  -3.930
H  0.512  2.247  -1.922
H  -1.307  3.563  3.435
H  -1.595  1.779  3.135
H  -4.028  2.125  2.302
H  -3.899  3.937  2.567
H  -3.868  1.764  4.896
H  -3.222  3.484  5.132
H  -5.757  3.374  5.757
H  -5.602  4.365  4.196
H  -6.050  0.357  5.297
H  -7.913  -0.923  3.524
H  -8.721  1.251  1.603
H  -7.217  3.606  2.447
H  -3.514  2.416  -0.842
H  -1.842  2.833  -1.460
H  -1.938  0.226  -3.688
H  -4.340  -0.032  -1.679
H  -0.911  -1.260  1.434
H  -3.852  -2.553  1.053
H  -5.141  0.238  1.573
H  1.762  -1.449  1.751
H  3.235  -1.568  0.543
H  1.866  -2.791  0.429
H  2.760  -0.894  -2.591
H  2.190  0.855  -2.558
H  3.497  0.357  -1.370
H  0.041  -1.374  -2.653
H  -1.050  -1.741  -1.121
H  0.510  -2.782  -1.556
C  7.997  3.843  0.538
C  7.836  2.517  1.219
N  7.707  1.468  1.754
H  8.752  3.770  -0.245
H  7.051  4.148  0.093
H  8.308  4.597  1.263
C  2.029  -6.479  0.064
C  2.166  -5.404  -0.984
N  2.273  -4.557  -1.812
H  2.992  -6.668  0.541
H  1.313  -6.159  0.824
H  1.673  -7.403  -0.394
C  5.698  -7.715  -1.178
C  5.164  -8.317  0.080
N  4.726  -8.785  1.076
H  6.087  -6.715  -0.978
H  6.503  -8.336  -1.574
H  4.910  -7.646  -1.927
C  -9.400  6.084  2.245
C  -8.505  5.868  3.430
N  -7.800  5.698  4.365
H  -9.585  7.152  2.109
H  -8.927  5.688  1.345
H  -10.352  5.575  2.401
C  0.987  0.431  -5.574
C  1.237  1.898  -5.766
N  1.434  3.057  -5.917
H  0.510  0.261  -4.606
H  0.333  0.059  -6.364
H  1.928  -0.113  -5.606
C  3.048  -3.211  -4.827
C  2.684  -2.398  -6.038
N  2.401  -1.757  -6.994
H  2.331  -3.029  -4.026
H  3.040  -4.273  -5.076
H  4.046  -2.934  -4.482
C  2.499  3.175  7.020
C  3.096  4.004  5.922
N  3.567  4.658  5.055
H  1.997  2.304  6.596
H  3.284  2.838  7.699
H  1.774  3.768  7.580
C  -4.067  -5.399  0.589
C  -2.798  -6.196  0.647
N  -1.797  -6.826  0.691
H  -4.491  -5.301  1.590
H  -3.861  -4.404  0.191
H  -4.791  -5.897  -0.058
C  5.519  5.841  -2.441
C  6.763  5.010  -2.344
N  7.745  4.354  -2.267
H  5.090  5.983  -1.447
H  5.757  6.817  -2.868
H  4.787  5.342  -3.077
C  -1.276  -5.022  -2.624
C  -0.695  -4.214  -3.746
N  -0.237  -3.577  -4.632
H  -1.769  -5.910  -3.022
H  -0.483  -5.330  -1.940
H  -2.006  -4.424  -2.076
C  5.945  -8.013  -5.194
C  4.837  -7.388  -4.401
N  3.944  -6.885  -3.771
H  5.664  -9.025  -5.490
H  6.140  -7.421  -6.090
H  6.854  -8.057  -4.592
C  -13.267  6.854  2.615
C  -12.664  7.706  1.538
N  -12.188  8.379  0.688
H  -13.746  5.980  2.172
H  -12.489  6.523  3.306
H  -14.013  7.428  3.168
C  7.409  6.550  4.538
C  7.203  6.588  3.053
N  7.039  6.618  1.882
H  8.274  7.159  4.808
H  6.526  6.940  5.045
H  7.582  5.522  4.862
C  0.588  -8.740  -5.105
C  1.820  -9.591  -5.030
N  2.791  -10.263  -4.970
H  0.170  -8.603  -4.106
H  0.837  -7.763  -5.524
H  -0.157  -9.221  -5.741
C  -6.762  -8.824  -1.626
C  -6.546  -7.343  -1.736
N  -6.376  -6.175  -1.822
H  -7.224  -9.061  -0.666
H  -7.417  -9.164  -2.430
H  -5.806  -9.344  -1.701
C  6.780  -3.276  -0.068
C  6.423  -3.870  -1.399
N  6.141  -4.339  -2.449
H  7.504  -2.471  -0.203
H  5.885  -2.874  0.411
H  7.215  -4.042  0.576

Summary:
charge = +1
electronic energy = -4619.7786 a.u.
E_HOMO = -0.363 Eh